No. 1
13
Properties=species:S:1:pos:R:3:forces:R:3 method="wB97M-V/def2-TZVPD" charge=0 smiles="C=NNC(=O)SC"
C -2.009642 -0.605709 -1.928635 -0.7 -1.4 -0.8
C -0.463142 -0.151393 0.322146 -0.7 -2.4 3.2
C 2.538183 1.096722 1.668465 2.1 2.0 2.6
H -2.277408 -0.202824 -3.059429 1.1 -1.1 3.1
H -2.055506 -1.771147 -1.835263 -0.2 2.2 -0.7
H -2.746815 -0.239003 -1.168922 0.8 0.0 -0.8
H 0.160989 0.336280 2.249783 1.4 -0.4 -2.8
H 2.311291 1.156637 2.805461 0.0 -0.1 -1.8
H 3.447984 1.716526 1.365655 -1.1 -1.6 0.1
N 0.561988 0.233874 1.211773 -2.4 -0.4 1.5
N 1.772988 0.586063 0.829717 -0.3 1.0 -1.3
O -1.409137 -0.690890 0.914627 0.2 1.3 -1.3
S -0.269042 -0.202915 -1.396037 -0.2 0.9 -1.1

---

No. 2
13
Properties=species:S:1:pos:R:3:forces:R:3 method="wB97M-V/def2-TZVPD" charge=0
C 1.444831 1.562971 -1.088033 -0.2 -0.1 -0.6
C 0.818992 1.622077 0.289211 -0.4 -0.9 0.1
C -1.248962 -1.489987 1.244666 0.3 -0.4 -0.4
H 0.691558 1.368974 -1.901919 0.6 0.3 0.8
H 2.230619 0.815506 -1.234163 -0.3 -0.4 0.4
H 1.990145 2.490998 -1.276104 -0.5 0.1 -0.1
H 1.028199 2.547476 0.829905 -0.3 -0.2 0.1
H -1.161660 -1.113356 2.241798 -0.2 0.1 0.5
H -1.569226 -2.399719 -0.872743 -0.8 -0.6 0.6
N 0.081371 0.758588 0.906763 0.9 0.2 -0.9
N -2.027026 -2.459704 1.006199 -0.6 0.3 0.6
O -2.178270 -2.918279 -0.271534 1.2 0.6 -0.8
S -0.100572 -0.785545 0.125954 0.2 0.9 -0.3

---

No. 3
13
Properties=species:S:1:pos:R:3:forces:R:3 method="wB97M-V/def2-TZVPD" charge=0 smiles="[H]/N=C(/N)CC(O)=S"
C 1.056739 -0.207087 -0.008874 -0.2 -0.3 0.7
C -0.030043 0.307128 0.953056 0.4 0.0 0.3
C -1.323669 0.233878 0.146181 1.5 2.4 0.6
H 1.498867 -1.816058 -1.045335 -0.3 0.2 2.4
H 0.115823 -1.977295 -0.135093 1.6 0.6 0.7
H 1.668462 1.520344 -0.622906 0.3 -1.3 0.2
H -0.092576 -0.292699 1.924949 0.2 0.9 -1.5
H 0.279027 1.378793 1.089088 -0.9 -1.0 0.4
H -2.329326 1.435948 -0.960537 1.7 -0.1 1.3
N 1.112359 -1.597580 -0.052853 -1.0 -1.3 -3.3
N 1.860399 0.491132 -0.691189 -0.4 1.3 -0.2
O -1.513126 1.453663 -0.343498 -1.8 1.0 -1.5
S -2.302940 -0.930168 -0.252994 -1.1 -2.3 -0.1

---

Which HOMO-LUMO gap belongs to each record? In order, 9.96; 9.61; 9.43 eV.
Which energy relative to the best compared isomer or geometry (same formula, charge and spin) belongs to each record? In order, 74.16; 89.09; 36.95 kcal per mole.